## i
Molecular formula: C29H27N3O5PdS2Te
Method: DFT, ωB97M-V/def2-TZVPD

- Lowest unoccupied orbital energy (alpha / beta): -1.703 / -1.585 eV
- Orbital gap (alpha / beta): 6.24 / 6.27 eV
- Highest occupied orbital energy (alpha / beta): -7.943 / -7.858 eV

Geometry (Å):
Pd1 0.082 0.826 0.206
N1 2.924 -0.994 -1.079
C1 3.268 -0.221 0.018
C2 4.615 -0.138 0.398
C3 4.944 0.572 1.528
C4 3.939 1.168 2.287
C5 2.651 1.071 1.824
N2 2.320 0.432 0.691
C6 1.629 -1.580 -1.216
C7 1.370 -2.832 -0.695
C8 0.100 -3.359 -0.851
C9 -0.852 -2.618 -1.524
C10 -0.494 -1.370 -1.996
N3 0.727 -0.849 -1.851
H1 3.675 -1.551 -1.447
H2 5.373 -0.651 -0.183
H3 5.981 0.646 1.837
H4 4.158 1.696 3.205
H5 1.823 1.503 2.370
H6 2.136 -3.358 -0.139
H7 -0.150 -4.324 -0.427
H8 -1.865 -2.978 -1.650
H9 -1.209 -0.758 -2.532
C11 -2.999 1.720 -1.247
S1 -2.175 2.031 0.329
O1 -1.756 3.458 0.306
C12 -3.701 2.050 1.326
C13 -4.305 3.303 1.360
C14 -5.524 3.450 2.006
C15 -6.122 2.361 2.625
C16 -5.495 1.122 2.605
C17 -4.277 0.953 1.959
H10 -3.448 2.665 -1.552
H11 -3.738 0.932 -1.100
H12 -2.245 1.393 -1.964
H13 -3.812 4.142 0.887
H14 -6.004 4.421 2.026
H15 -7.079 2.477 3.120
H16 -5.953 0.275 3.101
H17 -3.791 -0.011 1.955
O2 -1.874 -1.244 3.014
S2 -1.285 -0.481 1.944
O3 -1.037 0.966 2.339
O4 -2.149 -0.478 0.706
O5 0.060 -0.998 1.519
Te1 0.826 2.376 -1.708
C18 -0.358 4.036 -2.295
C19 -1.242 3.816 -3.345
C20 -2.109 4.824 -3.750
C21 -2.081 6.055 -3.109
C22 -1.173 6.278 -2.081
C23 -0.313 5.270 -1.666
C24 2.028 3.558 -0.429
C25 1.598 3.833 0.865
C26 2.361 4.667 1.672
C27 3.544 5.216 1.194
C28 3.973 4.931 -0.096
C29 3.210 4.104 -0.913
H18 -1.257 2.859 -3.858
H19 -2.802 4.644 -4.563
H20 -2.765 6.840 -3.411
H21 -1.135 7.243 -1.589
H22 0.369 5.452 -0.848
H23 0.666 3.431 1.232
H24 2.024 4.887 2.679
H25 4.133 5.869 1.828
H26 4.897 5.353 -0.471
H27 3.538 3.883 -1.921

## ii
Molecular formula: C29H27N3O5PdS2Te
Method: DFT, ωB97M-V/def2-TZVPD

- Lowest unoccupied orbital energy (alpha / beta): 0.132 / 0.132 eV
- Orbital gap (alpha / beta): 8.32 / 8.32 eV
- Highest occupied orbital energy (alpha / beta): -8.186 / -8.187 eV

Geometry (Å):
Pd1 0.135 -0.454 0.431
N1 3.076 -0.863 2.208
C1 2.035 -0.846 3.147
C2 2.252 -1.514 4.356
C3 1.252 -1.485 5.303
C4 0.069 -0.810 5.025
C5 -0.045 -0.186 3.800
N2 0.927 -0.186 2.884
C6 3.204 -0.577 0.865
C7 4.522 -0.633 0.364
C8 4.767 -0.412 -0.963
C9 3.698 -0.119 -1.809
C10 2.445 -0.064 -1.261
N3 2.185 -0.291 0.049
H1 3.930 -1.227 2.594
H2 3.174 -2.055 4.533
H3 1.386 -1.997 6.246
H4 -0.747 -0.783 5.732
H5 -0.952 0.337 3.518
H6 5.331 -0.853 1.048
H7 5.780 -0.462 -1.342
H8 3.830 0.060 -2.866
H9 1.577 0.166 -1.866
C11 -2.107 -0.982 -3.525
S1 -0.588 -0.109 -3.909
O1 -0.202 0.621 -2.654
C12 0.504 -1.524 -3.986
C13 0.662 -2.341 -2.871
C14 1.577 -3.379 -2.929
C15 2.319 -3.595 -4.085
C16 2.154 -2.773 -5.191
C17 1.244 -1.725 -5.141
H10 -2.318 -1.671 -4.343
H11 -2.893 -0.232 -3.447
H12 -1.990 -1.522 -2.583
H13 0.075 -2.189 -1.973
H14 1.698 -4.023 -2.067
H15 3.029 -4.411 -4.123
H16 2.734 -2.944 -6.088
H17 1.112 -1.065 -5.990
O2 -1.782 -2.949 -0.740
S2 -1.385 -2.566 0.599
O3 -1.930 -3.354 1.662
O4 -1.721 -1.061 0.813
O5 0.151 -2.477 0.694
Te1 -0.332 2.036 -0.155
C18 -2.292 2.143 -0.910
C19 -3.195 1.094 -0.809
C20 -4.473 1.250 -1.331
C21 -4.842 2.436 -1.950
C22 -3.932 3.480 -2.050
C23 -2.654 3.335 -1.529
C24 -0.816 2.688 1.805
C25 -2.120 2.646 2.285
C26 -2.382 3.002 3.602
C27 -1.347 3.392 4.440
C28 -0.046 3.433 3.958
C29 0.219 3.084 2.642
H18 -2.905 0.166 -0.330
H19 -5.181 0.435 -1.251
H20 -5.840 2.549 -2.355
H21 -4.214 4.406 -2.535
H22 -1.943 4.148 -1.612
H23 -2.931 2.328 1.643
H24 -3.398 2.966 3.973
H25 -1.553 3.665 5.467
H26 0.765 3.735 4.608
H27 1.240 3.108 2.276

Most stable pick: ii. Distance to second place: 273.9 kJ/mol.

## i
Molecular formula: C8H8O2S
Method: DFT, ωB97M-V/def2-TZVPD

- Lowest unoccupied orbital energy: 0.104 eV
- Orbital gap: 8.54 eV
- Highest occupied orbital energy: -8.441 eV
- SMILES string: Cc1ccc(/C=C/C(=O)O)s1

Geometry (Å):
C1 0.428 3.917 -0.979
C2 0.417 2.457 -0.674
C3 1.459 1.665 -0.221
C4 1.222 0.282 -0.203
C5 -0.108 0.007 -0.301
C6 -0.874 -1.265 0.056
C7 -0.426 -2.284 0.775
C8 -1.308 -3.525 0.901
H1 0.814 4.079 -1.974
H2 1.039 4.463 -0.277
H3 -0.610 4.261 -0.965
H4 2.451 2.159 -0.040
H5 2.062 -0.412 0.027
H6 -1.904 -1.402 -0.250
H7 0.567 -2.404 1.236
H8 -1.190 -5.248 1.770
O1 -0.664 -4.493 1.585
O2 -2.404 -3.660 0.402
S1 -0.970 1.403 -0.866

## ii
Molecular formula: C8H8O2S
Method: DFT, ωB97M-V/def2-TZVPD

- Lowest unoccupied orbital energy: 0.356 eV
- Orbital gap: 9.57 eV
- Highest occupied orbital energy: -9.210 eV
- SMILES string: O=C(O)[C@H](S)c1ccccc1

Geometry (Å):
C1 0.160 1.200 -2.099
C2 -0.843 0.318 -1.448
C3 -0.295 -0.145 -0.042
C4 0.244 0.798 0.811
C5 0.806 0.380 2.021
C6 0.761 -0.918 2.365
C7 0.217 -1.808 1.497
C8 -0.372 -1.416 0.270
H1 0.902 -0.438 -2.692
H2 -0.794 -0.615 -1.864
H3 -1.704 2.232 -0.972
H4 0.225 1.852 0.404
H5 1.193 1.258 2.831
H6 1.177 -1.465 3.334
H7 0.122 -2.901 1.936
H8 -0.695 -2.512 -0.407
O1 1.107 0.578 -2.841
O2 0.223 2.432 -1.878
S1 -2.433 1.172 -1.226

Most stable pick: i. Distance to second place: 185.5 kJ/mol.

## i
Molecular formula: CH4N2O3
Method: DFT, ωB97M-V/def2-TZVPD

- Lowest unoccupied orbital energy: -0.443 eV
- Orbital gap: 9.59 eV
- Highest occupied orbital energy: -10.032 eV

Geometry (Å):
C1 0.338 0.020 -0.286
N1 0.791 -1.234 0.117
N2 -0.682 0.750 0.625
O1 -0.544 0.758 1.819
O2 -1.648 1.139 0.000
O3 -0.117 -0.047 -1.534
H1 1.643 1.011 -0.111
H2 1.021 -1.193 1.054
H3 0.067 -1.918 -0.106
H4 -0.870 0.713 -1.578

## ii
Molecular formula: CH4N2O3
Method: DFT, ωB97M-V/def2-TZVPD

- Lowest unoccupied orbital energy (alpha / beta): -0.132 / -0.132 eV
- Orbital gap (alpha / beta): 9.44 / 9.44 eV
- Highest occupied orbital energy (alpha / beta): -9.568 / -9.568 eV

Geometry (Å):
C1 2.043 -0.153 0.193
N1 -1.743 0.781 0.116
N2 -0.836 -0.092 0.576
O1 0.821 0.488 0.010
O2 -0.865 -1.310 -0.076
O3 3.103 0.202 -0.286
H1 2.065 -1.179 0.821
H2 -2.154 0.802 -0.882
H3 -1.540 1.754 0.570
H4 -0.894 -1.294 -1.042

Most stable pick: i. Distance to second place: 14.3 kJ/mol.